52
Properties=species:S:1:pos:R:3:forces:R:3 method="wB97M-V/def2-TZVPD" homo_lumo_gap_ha=0.2811 energy_ev=-54864.6702 multiplicity=1 total_charge=0 smiles=Cc1c([C@H](Sc2cc(C(F)(F)F)cc(C(F)(F)F)c2)c2ccccc2)c2ccccc2n1C e_homo_ha=-0.28072 e_above_lowest_kcal_mol=0.0
S 0.121201 0.637766 -1.055371 0.216 -1.075 -1.474
F 0.384630 6.069638 1.913798 0.430 -0.483 -0.974
F 1.286088 6.486359 -0.046976 -0.200 -0.730 0.743
F -4.421588 3.385282 -1.150689 0.418 0.770 0.142
F 2.092849 4.874741 1.222161 -0.769 0.564 -0.315
F -4.135653 5.083388 0.216870 0.524 -0.565 -0.972
F -3.658877 5.302151 -1.917908 -0.014 -0.705 0.883
N -1.985921 -2.819667 0.099716 -0.304 -0.532 0.319
C 4.108827 -1.904452 1.476594 -0.460 0.413 -0.133
C 3.197835 0.334356 0.061975 0.429 -0.325 -0.020
C 4.578985 0.118249 0.236722 -0.491 -0.020 0.147
C -1.313453 4.899642 -0.048068 0.172 -0.385 0.103
C -3.420187 -3.055524 -0.051475 0.090 -0.058 0.096
C 1.305639 -4.777844 -1.441777 -0.165 0.658 0.301
C -0.001324 4.493636 0.160777 -0.087 0.303 0.038
C -3.598352 4.429497 -0.863067 -0.624 0.061 -0.185
C 0.737566 -0.383359 0.401778 -0.189 0.700 1.690
C 0.069490 -5.413171 -1.616835 -0.868 0.384 0.510
C -0.445191 2.252069 -0.689919 -0.078 1.287 0.767
C -1.104829 -4.843996 -1.076935 0.836 -0.562 -0.288
C 0.941414 5.476817 0.811613 0.573 0.391 0.200
C -0.977128 -3.669354 -0.358387 0.260 1.553 -0.001
C -1.767851 2.673231 -0.925859 0.136 -0.174 0.022
C 5.036789 -1.020333 0.914300 -0.323 0.271 0.106
C 2.265064 -0.589819 0.533821 -0.218 0.374 0.297
C -2.329339 -0.574505 1.079169 -0.031 0.342 0.292
C 0.267829 -2.961392 -0.196822 -0.980 -0.115 -0.745
C 2.731191 -1.658453 1.308608 0.555 -0.483 -0.059
C 0.435558 3.229399 -0.222256 0.040 0.060 0.412
C -1.443381 -1.654608 0.589632 1.208 -0.565 -0.816
C -0.064403 -1.669389 0.389690 -0.619 0.255 -0.067
C 1.399333 -3.531943 -0.793694 0.177 -0.651 0.114
C -2.182093 3.966041 -0.604872 -0.080 0.297 -0.101
H 1.484360 2.994567 -0.143623 0.102 -0.079 0.226
H 2.357136 -3.023483 -0.715984 -0.165 -0.229 -0.162
H 2.832098 1.221285 -0.449096 0.203 -0.168 -0.080
H -1.770994 0.240095 1.556129 0.011 -0.263 -0.181
H 5.285642 0.868875 -0.130119 -0.236 -0.358 0.076
H -3.884343 -2.236063 -0.620291 0.162 -0.264 0.096
H 2.022782 -2.368347 1.738270 0.156 0.264 -0.105
H -2.997576 -0.981619 1.848917 -0.135 0.202 -0.284
H 4.439025 -2.776203 2.058593 -0.172 0.465 -0.325
H 6.106479 -1.175402 1.057192 -0.281 -0.004 -0.096
H 2.208864 -5.247325 -1.821508 -0.147 0.157 -0.070
H -2.899855 -0.123497 0.251541 -0.016 -0.210 0.305
H -2.085393 -5.289955 -1.223823 0.283 -0.082 -0.065
H -2.465527 1.996489 -1.398955 -0.084 -0.114 0.180
H -1.641520 5.904915 0.222395 0.042 -0.365 -0.053
H -3.578670 -3.997575 -0.597620 0.067 0.455 0.277
H -3.928107 -3.118745 0.922984 0.192 -0.065 -0.267
H -0.016511 -6.338606 -2.184514 0.145 0.186 0.179
H 0.421391 0.266144 1.273197 0.311 -0.782 -0.684